Record 1
DFT (the ωB97M-V functional and the def2-TZVPD basis) results for a structure of composition C16H18N2O2S at a distorted geometry.

Each line ends with the Mulliken charge.
Atoms and positions in Å:
O1 -4.5746 -3.5185 -0.2499  -0.485
H1 -3.7040 -3.9173 0.0955  0.323
C1 -4.9694 -2.3934 0.4511  -0.650
C2 -4.0709 -1.3784 0.6456  -0.238
H2 -4.5160 -0.7916 1.2129  0.436
C3 -3.8756 -0.7459 -0.6108  -1.190
N1 -2.8726 0.2075 -0.3692  -0.064
C4 -3.0471 1.6198 -0.2720  0.126
N2 -2.0243 2.4763 -0.1002  -0.173
C5 -0.5614 2.1406 0.0048  0.011
C6 -0.1275 1.2325 0.6077  -0.045
C7 1.1913 0.9117 0.4955  0.425
C8 2.1813 1.5697 -0.0746  0.145
C9 1.6572 3.0156 -0.4579  -1.450
C10 0.2647 3.1254 -0.6326  -0.748
H3 -0.1944 4.0230 -0.7942  0.442
H4 2.3508 3.5017 -0.8424  0.702
O2 3.4831 1.5767 0.1481  -0.372
C11 4.2156 0.5012 -0.0669  0.800
C12 5.2866 0.2777 0.7904  -0.772
C13 5.9491 -0.9742 0.4981  -0.148
C14 5.3639 -1.9175 -0.0085  -0.407
C15 4.2834 -1.7296 -0.7897  -0.295
C16 3.5390 -0.5957 -0.5995  -0.238
H5 2.6786 -0.3386 -1.5630  0.117
H6 3.9736 -2.6252 -1.4563  0.256
H7 6.0228 -3.1357 -0.2267  0.143
H8 6.9665 -0.9296 1.0850  0.234
H9 5.6233 1.0180 1.3639  0.524
H10 1.7291 -0.1133 1.1334  0.102
H11 -0.7055 0.4331 1.0291  0.649
H12 -2.2757 3.3978 -0.0733  0.233
S1 -4.5197 2.2302 0.1175  -0.448
H13 -1.8530 -0.0642 -0.7469  0.308
H14 -4.7592 -0.2275 -1.0162  0.380
H15 -3.4653 -1.1983 -1.3610  0.527
H16 -3.1742 -1.7363 0.9305  0.306
H17 -5.4348 -2.8580 1.7239  0.227
H18 -6.0346 -2.0697 -0.0214  0.303

As for the gap between HOMO and LUMO: 8.4 eV. The calculation puts the LUMO energy at 0.32 eV. The energy relative to the best compared isomer or geometry (same formula, charge and spin) comes out at 337.59 kcal/mol. The HOMO energy comes out at -8.1 eV. The calculation puts the total energy at -1278.1992 hartree.

=====

Record 2
DFT (the ωB97M-V functional and the def2-TZVPD basis) results for a cluster of 4 separate species, C8H18F3O5 in total at a distorted geometry.

Each line ends with the Mulliken charge.
Atoms and positions in Å:
O1 -1.3134 2.3215 0.9917  -0.526
C1 -1.3710 1.0753 1.1053  0.162
O2 -2.6188 0.4334 1.4190  -0.477
C2 -0.0568 0.1966 0.9595  0.374
C3 0.8275 0.4507 2.3149  -0.162
C4 2.1467 1.2361 1.8576  -1.194
C5 2.4582 2.4867 2.7708  0.871
F1 2.0243 2.3219 4.1308  -0.306
F2 3.8783 2.7424 2.7258  -0.310
F3 1.7991 3.6507 2.2320  -0.277
H1 -2.9015 0.8791 2.2533  0.319
H2 -0.2715 -0.9246 0.8233  0.100
H3 0.5381 0.5544 0.0472  0.096
H4 0.1867 0.9907 3.0865  0.309
H5 1.0399 -0.5911 2.7594  0.038
H6 3.0329 0.5177 2.0297  -0.042
C6 -0.1661 -0.5353 -2.8589  -0.649
O3 -0.1241 -1.1766 -1.5915  -0.392
H7 0.4071 0.3902 -2.8043  0.283
H8 0.2740 -1.1894 -3.6172  0.269
H9 -1.1999 -0.3047 -3.1211  0.246
H10 -0.6370 -1.9901 -1.6662  0.235
C7 0.9333 -4.0550 2.7520  -0.569
O4 0.0702 -2.9292 2.7407  -0.402
H11 1.8853 -3.7712 2.3036  0.225
H12 1.1021 -4.3816 3.7819  0.274
H13 0.4885 -4.8684 2.1714  0.242
H14 -0.7631 -3.2041 3.1414  0.244
C8 -2.1678 1.8722 -5.3130  -0.524
O5 -1.3752 0.6934 -5.3059  -0.450
H15 -2.5940 2.0143 -4.3200  0.222
H16 -1.5456 2.7345 -5.5655  0.255
H17 -2.9764 1.7698 -6.0420  0.253
H18 -1.0101 0.5898 -6.1926  0.263

As for the gap between HOMO and LUMO: 4.4 eV. The total charge is -1. The calculation puts the LUMO energy at 2.43 eV. The HOMO energy comes out at -1.9 eV. The calculation puts the total energy at -991.2988 hartree.